Below is a cluster of 12 separate species, C5H31NO11 in total at a distorted geometry, with properties calculated with ωB97M-V/def2-TZVPD.

Structure (XYZ):
```
48
Properties=species:S:1:pos:R:3
N -1.807 3.573 2.468
C -2.239 2.214 2.596
C -1.520 1.106 2.709
C -2.174 -0.235 2.660
C -1.751 -1.242 1.892
C -1.918 -2.653 2.417
H -0.806 3.649 2.431
H -2.292 3.859 1.635
H -3.321 2.210 2.507
H -0.441 1.063 2.616
H -3.012 -0.284 3.353
H -0.928 -1.081 1.213
H -2.748 -2.877 3.078
H -1.734 -3.394 1.642
H -1.007 -2.758 3.028
H 1.100 3.052 -1.738
H 2.585 3.407 -1.407
O 1.733 3.183 -1.023
H 1.740 -3.872 0.749
H 2.530 -2.812 -0.136
O 2.354 -3.138 0.744
H 2.007 -1.714 -1.572
H 3.284 -2.025 -2.454
O 2.630 -2.390 -1.855
H -2.437 -2.206 -0.325
H -3.524 -1.753 0.632
O -3.325 -2.423 -0.025
H 0.321 -0.287 -0.193
H -0.574 -0.328 -1.353
O -0.280 -0.924 -0.653
H 2.504 1.103 -1.719
H 3.112 1.361 -3.130
O 3.285 1.440 -2.186
H 1.616 1.658 0.237
H 2.155 0.368 0.890
O 1.707 0.695 0.096
H -1.638 4.023 -2.166
H -0.487 4.655 -1.346
O -0.688 3.998 -2.018
H 2.451 -2.305 2.788
H 1.881 -1.070 3.583
O 2.620 -1.401 3.068
H -0.525 2.148 -3.271
H -0.929 0.647 -3.433
O -0.825 1.480 -3.895
H 0.394 -3.150 -3.311
H -0.929 -2.645 -2.893
O -0.408 -2.770 -3.696
```

Total charge ... 0
E ... -1091.41930 Ha
E_HOMO ... -0.3024 Ha
Relative energy (zero: lowest compared OMol25 entry of this formula, charge and spin) ... 94.4 kcal/mol
Kohn-Sham gap ... 7.973 eV
SMILES ... C/C=C/C=C/N.O.O.O.O.O.O.O.O.O.O.O


Below is a cluster of 12 separate species, C5H31NO13 in total at a distorted geometry, with properties calculated with ωB97M-V/def2-TZVPD.

Structure (XYZ):
```
50
Properties=species:S:1:pos:R:3
C -0.371 1.289 -0.569
N -0.553 1.103 0.932
C 0.285 0.027 1.468
C -0.387 -1.307 1.589
C 0.470 -2.448 1.015
O -0.064 -3.525 0.888
C 0.778 0.469 2.904
O 0.569 -0.294 3.796
H 0.104 2.257 -0.787
H 0.216 0.452 -0.966
H -1.323 1.131 -1.117
H -1.527 0.901 1.108
H 1.223 0.069 0.905
H -0.691 -1.533 2.622
H -1.359 -1.429 1.211
H 1.538 -2.336 0.816
H 1.416 1.344 2.954
H -2.080 -3.089 -1.889
H -1.821 -2.340 -3.147
O -2.380 -2.307 -2.360
H -2.429 -0.990 -0.327
H -3.640 0.175 -0.528
O -2.835 -0.171 -0.078
H -1.692 3.462 -3.343
H -0.316 3.022 -2.646
O -1.067 2.781 -3.166
H 2.742 -1.808 -0.778
H 2.207 -1.381 -2.240
O 2.387 -2.130 -1.637
H 2.412 3.385 0.713
H 1.606 4.302 1.612
O 2.070 4.263 0.767
H -0.793 2.813 3.971
H -0.346 2.540 2.388
O -0.166 2.928 3.249
H -2.568 0.110 3.745
H -1.530 0.716 4.713
O -2.427 0.860 4.326
H -0.108 -3.613 -2.101
H 0.934 -3.231 -3.188
O 0.023 -3.472 -3.044
H 0.910 0.361 -3.465
H 2.375 0.663 -3.456
O 1.676 0.433 -2.834
H -0.993 1.153 -3.642
H -1.220 -0.397 -3.192
O -0.780 0.208 -3.773
H 3.293 -1.001 2.252
H 2.927 -2.532 2.477
O 3.307 -1.882 1.854
```

Total charge ... 0
E ... -1241.90332 Ha
E_HOMO ... -0.3398 Ha
Relative energy (zero: lowest compared OMol25 entry of this formula, charge and spin) ... 104.0 kcal/mol
Kohn-Sham gap ... 9.323 eV
SMILES ... CN[C@@H](C=O)CC=O.O.O.O.O.O.O.O.O.O.O.O


Below is a cluster of 12 separate species, C5H31O14 in total at a distorted geometry, with properties calculated with ωB97M-V/def2-TZVPD.

Structure (XYZ):
```
50
Properties=species:S:1:pos:R:3
O -1.368 -0.177 2.790
C -1.475 -0.946 1.776
O -1.198 -2.165 1.788
C -1.878 -0.306 0.460
C -0.606 0.203 -0.245
C 0.256 -0.955 -0.762
C 1.720 -0.585 -0.960
O 1.956 0.118 -2.180
H -2.387 -1.037 -0.183
H -2.568 0.545 0.650
H -0.830 0.868 -1.079
H -0.009 0.791 0.452
H -0.156 -1.336 -1.697
H 0.234 -1.798 -0.055
H 2.100 -0.035 -0.085
H 2.343 -1.488 -1.067
H 1.411 0.954 -2.239
H 1.129 3.241 0.125
H -0.345 3.015 0.738
O 0.152 3.340 -0.061
H -1.909 0.098 -2.744
H -0.793 -0.044 -3.825
O -1.500 0.557 -3.485
H 0.239 -2.041 -3.575
H 1.096 -0.728 -3.432
O 0.470 -1.200 -4.039
H -4.278 0.833 3.266
H -2.713 0.745 3.066
O -3.509 1.360 3.048
H 1.758 1.374 2.820
H 2.849 0.365 3.020
O 2.666 1.204 2.519
H -0.372 1.770 -2.913
H 0.203 2.721 -1.710
O 0.391 2.276 -2.568
H -1.097 1.502 2.448
H -1.992 2.695 2.176
O -1.057 2.445 2.164
H 0.741 -3.992 -2.538
H -0.581 -3.520 -1.905
O -0.068 -3.512 -2.750
H 1.976 -0.761 4.384
H 2.543 -1.820 3.524
O 2.828 -1.039 4.014
H -2.304 -4.017 -0.383
H -1.210 -3.142 0.367
O -1.391 -3.733 -0.402
H 2.901 2.270 -0.354
H 2.823 2.238 1.218
O 2.810 2.850 0.422
```

Total charge ... -1
E ... -1262.65103 Ha
E_HOMO ... -0.2499 Ha
Relative energy (zero: lowest compared OMol25 entry of this formula, charge and spin) ... 0.0 kcal/mol
Kohn-Sham gap ... 9.282 eV


Below is a cluster of 10 separate species, C5H32N2O9 in total at a distorted geometry, with properties calculated with ωB97M-V/def2-TZVPD.

Structure (XYZ):
```
48
Properties=species:S:1:pos:R:3
C -3.701 1.440 -0.004
C -2.181 1.111 -0.036
C -1.399 2.285 -0.646
C -1.586 2.582 -2.131
N -1.528 0.709 1.211
C -1.667 -0.630 1.734
N -2.862 -1.048 2.456
H -3.927 2.307 0.602
H -3.829 1.632 -1.070
H -4.261 0.553 0.281
H -2.139 0.196 -0.650
H -0.364 2.013 -0.492
H -1.644 3.179 -0.070
H -2.623 2.792 -2.394
H -1.178 3.592 -2.255
H -1.074 1.933 -2.833
H -1.591 1.418 1.935
H -1.550 -1.383 0.954
H -0.809 -0.814 2.375
H -2.795 -1.015 3.462
H -3.725 -0.569 2.248
H 0.479 0.227 1.317
H 1.832 -0.243 0.838
O 1.366 -0.026 1.661
H 3.265 2.520 2.768
H 2.458 1.077 2.424
O 3.272 1.598 2.532
H 3.770 -1.098 -2.203
H 3.614 -0.201 -3.432
O 3.295 -1.024 -3.048
H 1.232 -3.094 1.425
H 0.370 -4.118 0.695
O 0.700 -3.219 0.593
H -1.265 -2.116 -2.072
H -1.077 -0.733 -2.763
O -1.551 -1.199 -2.071
H 1.299 -2.659 -1.290
H 1.813 -1.982 -2.605
O 1.022 -2.154 -2.066
H 0.965 -2.365 3.575
H 1.448 -1.382 2.398
O 1.615 -2.243 2.880
H 4.456 0.578 0.137
H 3.446 0.715 -0.991
O 4.374 0.485 -0.821
H 1.819 -0.421 -1.952
H 0.751 0.383 -1.158
O 1.663 0.411 -1.450
```

Total charge ... 0
E ... -996.36042 Ha
E_HOMO ... -0.3287 Ha
Relative energy (zero: lowest compared OMol25 entry of this formula, charge and spin) ... 22.9 kcal/mol
Kohn-Sham gap ... 9.378 eV
SMILES ... CC[C@H](C)NCN.O.O.O.O.O.O.O.O.O


Below is a cluster of 10 separate species, C5H32N2O9 in total at a distorted geometry, with properties calculated with ωB97M-V/def2-TZVPD.

Structure (XYZ):
```
48
Properties=species:S:1:pos:R:3
C 0.344 0.324 1.427
C -1.011 -0.174 0.928
C -2.015 0.918 0.551
C -2.722 0.531 -0.780
C -3.541 -0.745 -0.756
N -3.491 -1.581 -1.934
N 1.044 -0.615 2.307
H 0.950 0.597 0.545
H 0.293 1.306 1.907
H -1.332 -0.827 1.742
H -0.826 -0.831 0.078
H -1.497 1.863 0.434
H -2.758 1.065 1.335
H -3.307 1.388 -1.114
H -1.843 0.493 -1.433
H -3.331 -1.388 0.077
H -4.576 -0.441 -0.591
H -3.910 -1.191 -2.760
H -2.669 -2.148 -2.056
H 1.761 -0.129 2.794
H 1.555 -1.241 1.691
H 3.236 0.901 -2.358
H 2.669 1.576 -0.997
O 3.060 0.808 -1.423
H 1.342 -3.128 0.553
H 2.073 -4.034 -0.499
O 1.265 -3.911 0.005
H 1.257 3.786 0.371
H 0.605 3.398 -1.016
O 1.416 3.663 -0.567
H -0.288 0.700 -1.852
H 0.768 1.447 -2.584
O 0.016 1.610 -2.006
H 4.162 -1.462 0.588
H 3.458 -0.583 -0.525
O 3.328 -1.288 0.145
H -2.187 1.463 3.852
H -0.719 1.578 3.507
O -1.519 2.106 3.595
H -1.513 -3.083 0.302
H -0.625 -3.793 -0.790
O -1.249 -3.094 -0.619
H 0.515 -1.647 -2.209
H -1.029 -1.487 -2.187
O -0.221 -1.194 -2.629
H 3.120 1.635 2.279
H 2.317 2.455 1.331
O 2.833 2.545 2.142
```

Total charge ... 0
E ... -996.34097 Ha
E_HOMO ... -0.3215 Ha
Relative energy (zero: lowest compared OMol25 entry of this formula, charge and spin) ... 35.1 kcal/mol
Kohn-Sham gap ... 8.767 eV
SMILES ... NCCCCCN.O.O.O.O.O.O.O.O.O